P) {
  "formula": "C21H21N3O4S",
  "method": "ωB97M-V/def2-TZVPD",
  "orbital_gap_ev": 8.4,
  "spin_multiplicity": 1,
  "smiles": "COc1ccc(OC)c(-c2nnc(SCC(=O)N3CCCc4ccccc43)o2)c1",
  "charge": 0,
  "lumo_ev": 0.5,
  "elements": ["S", "O", "O", "O", "O", "N", "N", "N", "C", "C", "C", "C", "C", "C", "C", "C", "C", "C", "C", "C", "C", "C", "C", "C", "C", "C", "C", "C", "C", "H", "H", "H", "H", "H", "H", "H", "H", "H", "H", "H", "H", "H", "H", "H", "H", "H", "H", "H", "H", "H"],
  "positions_angstrom": [[-0.79821, 0.94289, 1.04119], [3.51436, 2.27556, -0.75782], [-2.85502, -2.01485, 0.24356], [1.75163, 0.78221, 0.32765], [7.28177, -1.74061, -0.26344], [2.32870, -1.22592, 0.99726], [1.03494, -1.05333, 1.30665], [-3.82616, 0.03189, 0.33991], [6.31131, -0.79288, -0.35726], [-4.02742, 1.30141, 1.00979], [-4.64315, -1.09373, -1.66497], [-5.67322, -1.41950, -2.52524], [4.46484, 1.31272, -0.65448], [6.94672, -2.97924, 0.31891], [3.85728, 3.50872, -1.34143], [-6.48733, 1.07606, 0.87066], [-4.88392, -0.30978, -0.54064], [-7.19034, -0.16010, -1.17659], [-6.95478, -0.95650, -2.28023], [-5.31140, 1.21297, 1.83154], [-6.17028, 0.17578, -0.29508], [4.08592, 0.09595, -0.06342], [0.71893, 0.13818, 0.89824], [5.00649, -0.94383, 0.08071], [6.68575, 0.41791, -0.94456], [-2.88339, -0.88488, 0.68121], [2.74825, -0.13646, 0.41997], [5.78146, 1.44853, -1.08989], [-1.81245, -0.44525, 1.67695], [-4.12922, 2.07923, 0.24544], [-7.76477, -1.21004, -2.94737], [-8.18623, 0.21302, -0.98295], [4.64872, -1.84865, 0.54194], [-1.12615, -1.27908, 1.82320], [6.62433, -2.85928, 1.35751], [7.70285, 0.53140, -1.28419], [-3.17446, 1.55586, 1.63334], [6.11250, 2.36612, -1.54876], [-5.25251, 0.33879, 2.48355], [4.17689, 3.38702, -2.38124], [-2.23982, -0.14117, 2.63207], [-3.64657, -1.45268, -1.85788], [6.16142, -3.48854, -0.24747], [7.85866, -3.57318, 0.28875], [2.94748, 4.10614, -1.31208], [-7.36634, 0.69586, 1.39562], [4.64327, 4.01760, -0.77441], [-5.42740, 2.09915, 2.45615], [-6.75047, 2.06299, 0.47576], [-5.47198, -2.03214, -3.39069]],
  "lowdin_charge": [1.030, -0.081, 0.080, 0.089, -0.085, 0.099, 0.045, -0.001, -0.273, -0.159, -0.002, -0.076, -0.216, -0.085, -0.073, -0.143, -0.139, -0.047, -0.088, -0.155, -0.157, -0.066, -0.669, 0.047, 0.012, -0.494, -0.264, -0.007, -0.322, 0.143, 0.100, 0.113, 0.108, 0.073, 0.097, 0.121, 0.072, 0.105, 0.123, 0.098, 0.087, 0.114, 0.098, 0.093, 0.097, 0.120, 0.098, 0.114, 0.124, 0.103]
}

Q) {
  "formula": "C21H21N3O4S",
  "method": "ωB97M-V/def2-TZVPD",
  "orbital_gap_ev": 9.1,
  "spin_multiplicity": 1,
  "smiles": "O=C(O)[C@H]1Cc2c(ncn2Cc2ccccc2)CN1S(=O)(=O)Cc1ccccc1",
  "charge": 0,
  "lumo_ev": 0.5,
  "elements": ["S", "O", "O", "O", "O", "N", "N", "N", "C", "C", "C", "C", "C", "C", "C", "C", "C", "C", "C", "C", "C", "C", "C", "C", "C", "C", "C", "C", "C", "H", "H", "H", "H", "H", "H", "H", "H", "H", "H", "H", "H", "H", "H", "H", "H", "H", "H", "H", "H", "H"],
  "positions_angstrom": [[-0.75453, 2.99678, 1.89316], [-3.16328, 3.56834, -0.61410], [-0.25614, 4.34438, 2.25367], [-2.15601, 2.75590, 2.20172], [-3.86186, 1.48346, -0.62832], [1.13074, -0.04221, -2.32602], [-0.48212, 2.66160, 0.20206], [2.59377, 1.12681, -1.10880], [-0.97086, 1.50085, -1.89175], [0.98706, -2.22753, 1.98745], [0.90248, -3.95225, -0.68167], [0.86233, 2.86722, -0.25758], [1.28705, 1.64912, -0.98911], [2.45050, 0.16141, -2.04239], [0.38631, 0.97802, -1.78865], [0.48968, 0.57014, 2.67078], [1.18234, -3.00576, -1.59289], [0.15498, -2.10540, -1.93860], [-1.08026, -2.08982, -1.25514], [-3.00626, 2.29968, -0.54317], [0.51172, -1.16057, -3.06169], [-1.51892, 1.76217, -0.51690], [-0.40078, -4.13922, -0.17405], [-1.33712, -3.14608, -0.33147], [-0.19390, -1.87704, 2.67262], [1.57462, 0.20246, 1.85866], [1.94031, -1.13015, 1.67792], [-0.38221, -0.52174, 2.97116], [0.25450, 2.01462, 3.00820], [1.55952, 3.03790, 0.51945], [-0.15469, 2.13429, 3.98446], [-0.96512, 2.49952, -2.50517], [-4.07488, 3.74933, -0.80743], [-1.59231, 0.81066, -2.47351], [2.86319, -1.40811, 1.19746], [2.32451, 0.88987, 1.41698], [2.15915, -2.94641, -2.10121], [-0.62210, -4.97443, 0.49274], [-1.22307, -0.17812, 3.62251], [1.26073, 2.52085, 2.92661], [1.16671, -1.62932, -3.92079], [1.72143, -4.53490, -0.43372], [-0.81907, -2.68612, 2.85615], [-0.39688, -1.01075, -3.56749], [1.18741, -3.23615, 1.57044], [-1.86850, -1.37379, -1.23660], [0.91588, 3.66302, -0.95837], [-1.64237, 0.79127, 0.09164], [3.24747, -0.41813, -2.60236], [-2.19115, -3.24563, 0.27313]],
  "lowdin_charge": [0.724, 0.181, -0.326, -0.295, 0.129, -0.027, -0.136, 0.116, -0.079, -0.048, -0.120, -0.147, -0.233, -0.136, -0.187, -0.246, -0.056, -0.197, 0.009, -0.564, -0.079, -0.165, -0.096, -0.074, -0.083, -0.075, -0.041, -0.035, -0.188, 0.110, 0.103, 0.179, 0.135, 0.126, 0.091, 0.106, 0.125, 0.113, 0.124, 0.122, 0.168, 0.089, 0.078, 0.097, 0.083, 0.096, 0.123, 0.168, 0.146, 0.094]
}

Relative stability in hartree, measured from the most stable structure: P) 0.0000; Q) 0.0727